(1)
# C12H17ClNO4PdS3

A molecular structure, C12H17ClNO4PdS3 at a distorted geometry (the ωB97M-V functional and the def2-TZVPD basis, the Open Molecules 2025 dataset).

Multiplicity: 5
Charge: +1
⟨S²⟩: 6.073
Lowest unoccupied orbital energy (spin up / spin down): -0.09214 / -0.20586 hartree
Orbital gap (spin up / spin down): 9.00 / 7.22 eV

Element x y z (Å)
Pd 0.2324 0.6383 -0.8025
C -2.1142 -1.2896 0.7746
C -1.9999 -0.1880 1.8129
S -0.4422 0.7679 1.6714
C -1.0322 2.4940 1.7002
C -2.0598 2.8617 0.6491
S -1.4461 2.5905 -1.0557
C -2.8573 1.7188 -1.8069
C -3.2476 0.3859 -1.1921
S -1.8598 -0.7947 -0.9655
H -3.0899 -1.7713 0.8406
H -1.3538 -2.0531 0.9408
H -1.9884 -0.6334 2.8070
H -2.8332 0.5093 1.7670
H -0.1176 3.0736 1.5690
H -1.4179 2.6913 2.7006
H -2.2831 3.9247 0.7367
H -2.9902 2.3122 0.7705
H -2.5499 1.5891 -2.8411
H -3.7051 2.4035 -1.7719
H -3.9423 -0.1108 -1.8685
H -3.7367 0.5029 -0.2271
N 2.2452 0.2715 0.0829
C 2.9067 -0.7758 0.4501
C 4.3123 -0.7245 0.7550
C 4.9701 -1.8475 1.1789
C 4.2965 -3.0639 1.3185
C 2.9357 -3.1524 1.0011
C 2.2454 -2.0543 0.5722
H 4.8207 0.2229 0.6396
H 6.0265 -1.7939 1.4051
H 4.8277 -3.9397 1.6634
H 2.4311 -4.1056 1.0878
H 1.2048 -2.1046 0.2790
O 1.0915 -0.8165 -2.4771
Cl 0.7318 0.2826 -3.3679
O 1.2882 0.1058 -4.6382
O 1.2140 1.5095 -2.7426
O -0.7134 0.3635 -3.4170


(2)
# C12H17N

2 unconnected molecules or ions with the total composition C12H17N at a distorted geometry (the ωB97M-V functional and the def2-TZVPD basis, the Open Molecules 2025 dataset).

Multiplicity: 1
Charge: 0
Energy relative to the best compared isomer or geometry (same formula, charge and spin): 51.9 kJ/mol
Lowest unoccupied orbital energy: 0.03278 hartree
Orbital gap: 8.72 eV

Element x y z (Å)
C -0.1386 1.5342 1.9027
C 0.8964 0.6424 1.2788
C 1.7363 -0.2390 1.8776
N 2.4918 -0.9008 0.9326
C 2.2121 -0.3665 -0.3066
C 2.9219 -0.5369 -1.4997
C 2.5112 0.2546 -2.5531
C 1.5021 1.2173 -2.3917
C 0.8581 1.4534 -1.1968
C 1.2341 0.6222 -0.1256
H -1.1025 1.1627 1.5325
H -0.0328 2.5062 1.4037
H -0.1005 1.6434 2.9788
H 1.7594 -0.5286 2.9153
H 3.3038 -1.4572 1.1497
H 3.6894 -1.2993 -1.5760
H 3.1021 0.3197 -3.4614
H 1.3299 1.8890 -3.2266
H 0.1579 2.2710 -1.0943
C -4.1567 -1.4654 -0.8118
C -4.7090 -0.7098 0.3784
C -4.0457 -0.9447 1.7294
H -3.0646 -1.3646 -0.8841
H -4.4482 -0.9964 -1.7562
H -4.4153 -2.5243 -0.8131
H -4.6532 0.3574 0.1608
H -5.7867 -0.8666 0.4742
H -4.2442 -1.9431 2.1128
H -3.0024 -0.6134 1.6959
H -4.4246 -0.2192 2.4612


Among the records above, which one has the lowest multiplicity? C12H17N


The highest multiplicity belongs to which entry? C12H17ClNO4PdS3


What is the multiplicity in the first record? 5


Number 2 is which compound? C12H17N